Record 1
83
Properties=species:S:1:pos:R:3:forces:R:3:lowdin_charge:R:1 method="wB97M-V/def2-TZVPD" lumo_ev=0.4 orbital_gap_ev=8.6 charge=0 smiles="COC[C@@H](I)O[C@@H](CN)CCC(F)=C(F)F.C[C@@H]1COC(=O)O1.C[C@@H]1COC(=O)O1.C[C@@H]1COC(=O)O1.C[C@@H]1COC(=O)O1"
C -2.011776 0.120405 2.798039 -0.191 0.072 0.179 -0.101
O -0.901801 0.961772 2.568806 -0.135 -0.482 -0.446 -0.218
C -1.118424 1.956834 1.595884 0.488 0.658 0.667 -0.275
C -0.085013 1.985840 0.485517 -0.391 0.033 -0.251 -0.679
I 1.921214 1.970260 1.321075 -0.143 0.038 -0.050 1.007
O -0.293564 1.064744 -0.530201 0.488 0.140 0.573 -0.149
C -0.012729 -0.297328 -0.234136 0.048 -1.575 -1.081 -0.347
C -1.251889 -1.116133 -0.690834 -0.421 1.590 0.343 -0.197
N -1.905849 -0.442771 -1.824426 0.310 -0.680 -0.248 0.030
C 1.224552 -0.797712 -1.018085 0.200 0.675 0.054 -0.135
C 2.260263 -1.541536 -0.181684 -0.337 -0.725 -0.908 -0.133
C 1.829298 -2.844442 0.412022 0.986 -1.012 -0.656 -0.180
F 0.506801 -3.152333 0.523648 -0.039 1.064 1.530 0.067
C 2.721201 -3.723499 0.949636 -0.978 0.461 0.080 -0.278
F 3.654751 -4.370015 0.248385 0.801 1.023 0.768 0.114
F 2.730676 -4.042756 2.248365 -0.469 -1.329 -0.750 0.123
H -2.592703 -0.056654 1.893649 -0.063 0.090 -0.135 0.070
H -1.677652 -0.850665 3.151095 0.265 -0.007 0.125 0.092
H -2.663599 0.562786 3.553747 -0.154 -0.028 0.057 0.089
H -2.115453 1.921696 1.153935 -0.076 -0.317 -0.149 0.131
H -1.045604 2.926795 2.097352 -0.010 0.115 0.028 0.119
H -0.162313 2.961477 0.018313 0.061 0.098 -0.121 0.087
H 0.174065 -0.484751 0.819965 -0.172 0.380 0.231 0.119
H -1.934095 -1.126899 0.161636 -0.069 -0.574 0.068 0.095
H -0.976369 -2.109779 -1.008523 0.069 -0.237 0.269 0.103
H -2.563852 0.248833 -1.498539 -0.032 0.127 -0.059 0.056
H -2.423220 -1.149860 -2.327293 -0.270 0.118 -0.086 0.058
H 1.715351 0.076033 -1.443500 0.072 0.087 -0.020 0.111
H 0.910765 -1.406792 -1.862375 -0.057 -0.095 -0.100 0.118
H 2.652775 -0.945505 0.640359 -0.144 0.296 0.026 0.071
H 3.120741 -1.774168 -0.818464 0.158 0.070 0.010 0.128
C 6.507806 -3.028244 -0.511896 -0.136 0.240 -0.226 -0.018
C 7.604747 -2.322643 0.239534 -0.306 -0.317 -0.131 -0.328
C 7.598503 -2.517933 1.736003 0.072 -0.068 0.178 -0.086
O 8.249435 -1.320424 2.189467 -0.067 -0.044 -0.162 0.051
C 7.992147 -0.357930 1.266662 -0.100 0.039 0.100 -0.569
O 8.204990 0.799242 1.422327 0.079 0.169 0.111 0.161
O 7.455072 -0.896960 0.149102 0.198 0.016 0.060 0.092
H 6.577475 -2.803411 -1.576137 0.053 -0.065 -0.011 0.091
H 6.577146 -4.107760 -0.380228 0.032 0.001 0.034 0.093
H 5.527317 -2.692956 -0.176692 0.031 -0.017 0.141 0.069
H 8.581441 -2.584238 -0.179204 0.034 0.036 0.058 0.158
H 8.144809 -3.402059 2.055191 0.150 0.132 0.094 0.138
H 6.590882 -2.539751 2.159002 -0.051 -0.002 -0.119 0.140
C 7.676795 0.658362 5.573445 0.075 -0.370 -0.168 -0.016
C 6.538521 1.191322 4.743734 0.365 -0.001 0.305 -0.327
C 5.313593 1.601957 5.524383 -0.084 0.181 -0.043 -0.087
O 4.274503 1.441996 4.545320 0.060 -0.048 0.069 0.058
C 4.681280 0.476721 3.689104 0.043 -0.125 0.010 -0.574
O 3.987434 -0.047286 2.877852 0.012 -0.103 -0.079 0.080
O 5.983779 0.174955 3.889182 -0.101 0.074 -0.079 0.077
H 8.503666 0.357240 4.931195 0.012 0.079 -0.020 0.086
H 8.033019 1.419715 6.267284 -0.029 0.041 -0.017 0.091
H 7.366869 -0.222445 6.137856 -0.078 0.063 0.060 0.092
H 6.890009 2.004528 4.103217 -0.081 0.010 -0.034 0.162
H 5.353147 2.627622 5.881530 -0.159 0.050 -0.134 0.139
H 5.101979 0.932905 6.362027 0.099 -0.042 -0.002 0.140
C -4.293711 0.850278 -7.091157 -0.115 0.370 0.083 -0.021
C -4.007560 0.357327 -5.696418 -0.063 0.001 -0.455 -0.328
C -4.807138 -0.849441 -5.268031 0.083 -0.156 0.028 -0.087
O -4.823018 -0.695717 -3.840337 -0.036 0.035 -0.062 0.060
C -4.728211 0.629143 -3.581588 0.048 0.055 -0.091 -0.563
O -4.902292 1.119263 -2.511935 0.083 0.023 0.103 0.142
O -4.410644 1.317073 -4.699499 0.061 -0.148 0.108 0.095
H -3.700695 1.737063 -7.311417 0.064 -0.049 -0.019 0.088
H -4.053361 0.081037 -7.824639 0.024 -0.033 0.030 0.092
H -5.342753 1.128954 -7.196761 -0.033 -0.107 0.019 0.092
H -2.935833 0.180948 -5.569546 -0.016 -0.042 0.092 0.161
H -4.348124 -1.793378 -5.549902 0.036 -0.039 0.204 0.140
H -5.837999 -0.824335 -5.628546 0.022 0.076 -0.067 0.142
C -7.412980 1.814913 -0.575152 0.040 -0.411 -0.168 -0.017
C -8.597568 2.295125 -1.371753 0.309 -0.053 0.352 -0.329
C -9.768671 2.783536 -0.554960 -0.094 0.172 -0.053 -0.098
O -10.867240 2.564503 -1.451610 0.069 -0.058 0.075 0.060
C -10.527006 1.525166 -2.256459 0.115 -0.005 0.040 -0.567
O -11.275438 0.961948 -2.982682 -0.127 -0.074 -0.111 0.166
O -9.213014 1.221511 -2.110886 -0.107 0.175 -0.055 0.083
H -6.630352 1.455220 -1.241969 -0.020 0.116 0.099 0.052
H -7.007642 2.623084 0.034409 -0.033 0.048 -0.031 0.095
H -7.694297 0.985021 0.075523 -0.099 0.079 0.060 0.094
H -8.281817 3.054273 -2.093423 -0.082 0.029 -0.010 0.160
H -9.696213 3.833627 -0.283268 -0.158 0.037 -0.117 0.137
H -9.933258 2.185427 0.344513 0.112 -0.042 -0.001 0.139

***

Record 2
82
Properties=species:S:1:pos:R:3:forces:R:3:lowdin_charge:R:1 method="wB97M-V/def2-TZVPD" lumo_ev=-0.4 orbital_gap_ev=9.4 charge=0 smiles="CCOCCOCCOC[C@]1([C@H](I)[C@@H](C)I)OC(=O)O[C@@H]1F.C[C@@H]1COC(=O)O1.C[C@@H]1COC(=O)O1.C[C@@H]1COC(=O)O1"
C -2.818051 -1.150082 3.389247 0.563 -0.084 -1.174 -0.071
C -2.728635 -1.783224 1.963359 -1.203 0.354 1.076 -0.288
O -1.379506 -1.906517 1.544543 -0.473 0.605 -0.388 -0.158
C -1.270765 -1.991247 0.126059 0.453 -0.477 -0.247 -0.185
C 0.141129 -1.505050 -0.284778 -0.306 -0.769 0.237 -0.191
O 0.213799 -1.159158 -1.670559 0.366 0.454 0.579 -0.136
C 1.600282 -1.009414 -1.978446 0.053 -0.771 -0.440 -0.206
C 1.853072 -0.400992 -3.374955 -0.251 -0.601 0.175 -0.172
O 1.657496 1.001363 -3.470513 0.422 0.011 0.162 -0.114
C 2.517101 1.740781 -2.617081 -1.023 -0.144 -0.470 -0.135
C 3.180041 2.973638 -3.296949 -0.250 -0.815 0.755 -0.388
C 3.719620 3.828200 -2.058669 1.307 -0.718 -1.015 -0.624
I 2.483460 5.626535 -1.848046 0.237 -0.550 0.158 1.017
C 5.236652 4.198860 -2.133104 -0.360 1.880 1.472 -0.744
C 5.537707 5.232592 -0.963841 0.059 -1.203 0.352 -0.256
I 6.515031 2.483754 -1.672843 -0.416 0.248 -0.407 0.894
O 2.398529 3.833657 -4.129315 0.750 -0.356 -0.771 -0.014
C 3.271023 4.351309 -5.074682 0.856 -2.772 2.304 -0.534
O 3.061972 5.237213 -5.762416 -0.817 2.867 -2.233 0.243
O 4.503260 3.656593 -5.056828 -0.899 -0.004 0.841 0.101
C 4.175645 2.481913 -4.365639 0.214 -0.574 -0.840 -0.275
F 3.563915 1.710932 -5.377278 -0.248 -0.005 1.070 0.046
H -2.382529 -0.133688 3.299383 -0.092 -0.565 0.371 0.081
H -2.244389 -1.777567 4.091332 -0.384 0.495 -0.090 0.079
H -3.870492 -1.042711 3.711113 0.621 -0.297 -0.199 0.060
H -3.312120 -1.107558 1.294956 0.492 -0.448 0.051 0.112
H -3.262443 -2.765241 1.986103 0.509 0.404 -0.226 0.120
H -1.366352 -3.072368 -0.133584 -0.211 0.739 -0.273 0.133
H -2.049159 -1.383388 -0.383706 0.407 -0.340 0.253 0.127
H 0.842375 -2.362883 -0.141224 -0.250 0.667 0.324 0.129
H 0.417604 -0.652715 0.374449 -0.011 -0.405 -0.414 0.136
H 2.040174 -2.040710 -1.998635 -0.075 0.648 0.031 0.135
H 2.105709 -0.468244 -1.149201 -0.143 -0.040 -0.560 0.121
H 1.161103 -0.867596 -4.106469 0.319 0.331 0.488 0.142
H 2.885462 -0.707039 -3.679901 -0.479 0.442 0.189 0.132
H 1.915543 2.054491 -1.732362 0.588 -0.070 -0.400 0.149
H 3.357171 1.071869 -2.307474 -0.308 0.739 0.116 0.133
H 3.585385 3.224831 -1.140671 -0.072 0.561 -0.405 0.073
H 5.535963 4.710542 -3.063250 -0.101 -0.912 0.166 0.089
H 6.557094 5.082706 -0.554692 -0.483 0.424 -0.522 0.037
H 4.855963 4.957207 -0.129033 0.413 0.459 -0.395 0.057
H 5.357302 6.274466 -1.275644 0.126 -0.551 0.154 0.048
H 4.969188 1.799126 -4.025175 0.211 1.137 -0.036 0.112
C -8.520699 -0.157227 5.372782 0.325 -0.161 -0.178 -0.013
C -7.388826 -0.501038 6.310498 -0.796 0.402 -0.386 -0.331
C -6.605448 0.688890 6.792131 -0.005 0.180 0.367 -0.101
O -5.330699 0.107732 7.084197 0.033 -0.247 -0.271 0.064
C -5.191689 -0.965266 6.257859 0.191 -0.153 0.013 -0.551
O -4.176137 -1.560692 6.089713 -0.215 0.068 0.165 0.150
O -6.370967 -1.262597 5.644999 0.445 0.104 0.315 0.080
H -8.157397 0.406394 4.510577 0.047 0.047 0.091 0.100
H -8.979440 -1.058490 4.985132 -0.086 0.076 0.187 0.051
H -9.284091 0.432603 5.881734 0.020 -0.069 0.040 0.101
H -7.762469 -1.100030 7.147032 0.110 0.044 0.050 0.161
H -7.037584 1.148300 7.679647 0.206 -0.068 0.073 0.140
H -6.466735 1.453672 6.023130 -0.124 -0.088 -0.074 0.140
C 10.365515 1.806376 -4.426911 -0.115 0.295 0.305 -0.022
C 10.880592 0.562010 -3.744550 -0.196 0.690 -0.541 -0.342
C 10.223554 -0.706494 -4.215245 0.141 -0.304 -0.275 -0.104
O 10.377767 -1.558899 -3.079250 -0.033 0.254 0.251 0.063
C 10.416185 -0.749198 -1.983715 -0.021 -0.059 0.331 -0.549
O 10.337959 -1.130567 -0.861840 -0.001 0.060 -0.176 0.169
O 10.552362 0.558103 -2.349995 0.002 -0.586 0.028 0.075
H 9.282909 1.895964 -4.312992 0.021 -0.118 -0.025 0.076
H 10.803317 2.698209 -3.976232 0.079 -0.046 -0.085 0.089
H 10.607050 1.797377 -5.490677 0.045 -0.053 0.043 0.092
H 11.970258 0.506822 -3.832143 -0.033 -0.120 0.000 0.160
H 10.707758 -1.133372 -5.092160 0.023 -0.159 0.152 0.141
H 9.154836 -0.589749 -4.416293 0.042 0.168 -0.003 0.140
C -9.072843 -5.488867 1.797930 -0.256 -0.172 0.315 -0.022
C -9.448605 -4.028755 1.717008 0.295 -0.797 -0.141 -0.338
C -8.283202 -3.087713 1.857824 0.277 0.155 -0.298 -0.096
O -8.915037 -1.909580 2.366171 -0.277 -0.114 0.236 0.061
C -10.010525 -2.321416 3.060006 -0.249 0.043 0.050 -0.552
O -10.651557 -1.622249 3.779410 -0.047 -0.229 -0.268 0.149
O -10.268660 -3.636509 2.825897 0.112 0.563 -0.001 0.091
H -8.544424 -5.705430 2.728507 0.055 0.105 -0.051 0.092
H -9.966747 -6.114039 1.790246 0.032 0.031 -0.123 0.088
H -8.437974 -5.774122 0.958111 -0.039 0.067 -0.010 0.092
H -10.012002 -3.835467 0.798775 0.045 0.109 0.026 0.161
H -7.785398 -2.886142 0.910725 -0.078 0.213 0.064 0.141
H -7.542240 -3.423727 2.588378 -0.081 -0.126 -0.014 0.143

***

Record 3
56
Properties=species:S:1:pos:R:3:forces:R:3:nbo_charge:R:1 method="wB97M-V/def2-TZVPD" lumo_ev=-8.7 orbital_gap_ev=5.9 e_above_lowest_kj_mol=105.5 charge=+2
Ti 1.566466 0.336904 0.630873 -0.530 -2.793 -1.550 1.425
O 5.970605 3.955100 -0.343178 0.302 0.520 -0.065 -0.631
C 6.422056 2.725156 -0.257278 -0.269 -0.557 0.040 0.780
O 7.574822 2.421113 -0.286207 0.035 0.063 -0.019 -0.503
C 5.404344 1.608074 -0.102076 -0.245 0.218 -0.035 -0.186
C 5.761599 0.261825 -0.076535 0.134 0.156 -0.020 0.112
N 4.660873 -0.463676 0.113361 0.169 -0.140 -0.041 -0.274
N 3.576909 0.314846 0.224366 -0.162 0.751 0.144 -0.338
C 4.031021 1.588507 0.085014 0.307 -0.045 0.063 0.082
C 2.980436 2.642995 0.220307 1.332 0.358 -0.409 0.777
O 3.131238 3.797963 -0.002879 -0.306 -0.124 0.177 -0.445
O 1.851736 2.035166 0.623046 -0.197 1.912 0.087 -0.625
H 5.009769 4.085949 -0.320243 -0.099 -0.224 0.028 0.514
H 6.749025 -0.164322 -0.175950 -0.037 -0.085 -0.009 0.291
H 4.604788 -1.472049 0.169525 -0.102 -0.030 0.003 0.447
F 0.681395 0.229268 2.404112 -0.229 0.018 0.433 -0.306
C -0.642408 0.722914 2.494717 -0.882 0.167 -0.108 0.335
C -1.505116 0.500154 1.441301 0.558 -0.246 -0.282 -0.532
C -2.795302 0.979960 1.651978 0.143 -0.089 -0.189 0.410
F -3.714832 0.757585 0.715507 -0.151 0.008 0.162 -0.282
C -3.177611 1.655457 2.800915 0.094 0.010 -0.038 0.303
F -4.408700 2.087285 2.929510 -0.052 0.018 0.048 -0.240
C -2.248075 1.876776 3.812580 -0.045 -0.100 -0.157 0.336
F -2.583476 2.525565 4.896821 -0.019 0.017 0.085 -0.233
C -0.959154 1.386265 3.662284 0.452 -0.116 -0.032 0.281
F -0.038263 1.544723 4.595647 -0.071 0.069 0.083 -0.254
Ge -1.286157 -0.347470 -0.406109 -1.558 0.428 -0.078 1.381
S 0.797477 -0.399506 -1.345550 0.208 0.618 1.218 -0.241
C -2.119808 1.013892 -1.555894 0.456 -0.249 0.156 -0.550
C -1.566735 2.285380 -1.531798 -0.228 -0.342 0.048 0.320
F -0.527558 2.491380 -0.696346 0.158 0.265 -0.031 -0.318
C -2.060930 3.321564 -2.292843 -0.026 -0.023 -0.028 0.317
F -1.509944 4.523828 -2.263594 -0.013 -0.009 0.031 -0.268
C -3.168771 3.072060 -3.098165 0.050 0.011 0.014 0.320
F -3.666828 4.044423 -3.828098 -0.033 0.025 -0.024 -0.248
C -3.754713 1.812410 -3.136640 -0.001 -0.132 0.049 0.286
F -4.817008 1.603226 -3.889422 -0.016 -0.016 -0.061 -0.254
C -3.212940 0.789541 -2.374317 0.225 0.003 0.189 0.368
F -3.750484 -0.430327 -2.396547 -0.240 0.109 -0.163 -0.290
C -2.120887 -2.109756 -0.422265 0.456 0.368 -0.120 -0.591
C -2.741363 -2.710705 0.661786 0.219 0.167 -0.181 0.361
F -2.694173 -2.099630 1.851568 -0.166 -0.207 0.087 -0.299
C -3.382787 -3.928591 0.528706 0.003 0.035 0.062 0.278
F -3.963784 -4.501757 1.567563 -0.028 -0.015 -0.003 -0.258
C -3.395603 -4.555745 -0.713493 0.050 0.097 0.025 0.339
F -3.997730 -5.713944 -0.846652 -0.022 -0.064 -0.005 -0.245
C -2.763555 -3.980024 -1.813326 0.042 0.035 -0.037 0.262
F -2.760475 -4.602596 -2.977698 -0.020 0.009 -0.017 -0.257
C -2.136569 -2.762379 -1.647098 0.082 0.148 0.200 0.415
F -1.507597 -2.160149 -2.669605 -0.122 -0.256 -0.060 -0.302
Cl 1.785322 -4.319340 -1.154298 0.128 -0.006 0.376 0.131
C 2.443410 -4.167413 0.503826 0.297 -0.652 -0.762 -0.254
Cl 4.234255 -4.191326 0.458906 -0.282 0.013 0.048 0.106
Cl 1.809796 -5.391587 1.570525 0.009 0.330 -0.003 0.186
C 2.093426 -2.810235 0.894250 -0.281 0.355 0.564 0.499
N 1.838541 -1.714718 1.115104 0.523 -0.783 0.103 -0.439